Entry 1:
Entry from the OMol25 dataset: C31H51AsIrN5O4SSe as an isolated structure (ωB97M-V/def2-TZVPD).

Results
- ⟨S²⟩ = 0.754
- spin multiplicity = 2
- energy relative to the best compared isomer or geometry (same formula, charge and spin) (kcal per mole) = 45.8
- LUMO level (spin up / spin down) (eV) = -9.689 / -10.401
- total charge = +3
- highest occupied orbital energy (spin up / spin down) (eV) = -16.1 / -16.1

Cartesian coordinates (Å):
Ir -0.228 0.279 0.327
C 1.672 0.002 2.714
N 0.271 0.413 2.437
C 0.081 1.799 2.943
C -0.677 -0.489 3.148
C -0.651 -1.850 2.501
N -0.799 -1.762 1.001
C -2.210 -2.091 0.633
C 0.065 -2.829 0.421
H 1.843 0.016 3.792
H 2.347 0.696 2.228
H 1.868 -0.997 2.333
H 0.345 1.840 4.002
H -0.960 2.089 2.822
H 0.717 2.477 2.383
H -1.665 -0.039 3.105
H -0.384 -0.564 4.198
H -1.452 -2.474 2.896
H 0.285 -2.361 2.717
H -2.384 -3.142 0.869
H -2.350 -1.918 -0.431
H -2.901 -1.476 1.197
H -0.135 -3.768 0.941
H 1.117 -2.571 0.538
H -0.175 -2.957 -0.625
O 0.001 3.813 -0.314
S -1.023 3.291 -1.177
O -0.831 3.306 -2.583
N -1.316 1.690 -0.648
C -2.330 1.679 0.235
O -2.259 0.687 1.017
C -3.200 2.842 0.179
C -4.437 3.062 0.761
C -5.074 4.268 0.487
C -4.492 5.214 -0.350
C -3.245 5.000 -0.942
C -2.623 3.810 -0.649
H -4.902 2.314 1.389
H -6.042 4.471 0.922
H -5.016 6.140 -0.549
H -2.797 5.739 -1.591
C 2.403 0.794 -4.628
C 3.023 -0.597 -4.664
C 3.767 -0.979 -3.387
C 2.870 -1.225 -2.171
N 1.804 -2.191 -2.462
C 0.501 -1.900 -2.609
Se -0.403 -0.287 -2.161
N -0.127 -2.951 -3.161
C -1.531 -3.002 -3.597
C -1.712 -2.376 -4.972
C -3.167 -2.423 -5.435
C -4.121 -1.671 -4.512
C 0.801 -3.959 -3.386
C 0.665 -5.229 -3.948
C 1.805 -5.997 -4.001
C 3.040 -5.529 -3.511
C 3.177 -4.271 -2.968
C 2.025 -3.485 -2.925
H 1.910 1.027 -5.571
H 3.173 1.555 -4.475
H 1.654 0.898 -3.836
H 3.729 -0.654 -5.493
H 2.258 -1.349 -4.885
H 4.471 -0.186 -3.113
H 4.378 -1.863 -3.569
H 2.362 -0.316 -1.849
H 3.450 -1.611 -1.330
H -2.128 -2.490 -2.845
H -1.821 -4.052 -3.598
H -1.070 -2.899 -5.685
H -1.371 -1.336 -4.936
H -3.485 -3.464 -5.538
H -3.215 -1.995 -6.437
H -4.290 -2.199 -3.571
H -5.095 -1.544 -4.980
H -3.736 -0.673 -4.281
H -0.279 -5.596 -4.327
H 1.755 -6.991 -4.425
H 3.903 -6.178 -3.569
H 4.129 -3.924 -2.593
C 2.757 3.654 0.993
As 2.711 2.283 -0.340
C 4.377 1.364 -0.191
C 2.578 2.956 -2.121
O 1.559 1.023 -0.077
H 3.537 4.343 0.659
H 3.068 3.220 1.942
H 1.814 4.182 1.073
H 5.177 2.087 -0.359
H 4.436 0.583 -0.945
H 4.489 0.936 0.804
H 3.089 3.919 -2.150
H 1.544 3.078 -2.427
H 3.087 2.251 -2.777

Atomic partial charges in e from the Mulliken method, atoms 1 to 8:
1 Ir 3.1579
2 C -0.5591
3 N -0.2919
4 C -0.9973
5 C -0.8717
6 C -0.8400
7 N 0.0512
8 C -1.2292



Entry 2:
Entry from the OMol25 dataset: C31H52BrCaN5P2 as an isolated structure (ωB97M-V/def2-TZVPD).

Results
- LUMO level (eV) = -6.761
- total charge = +2
- highest occupied orbital energy (eV) = -13.9

Cartesian coordinates (Å):
N 4.803 -0.361 -3.575
C 4.344 -1.471 -2.990
C 2.973 -1.668 -2.721
C 2.066 -0.664 -3.114
C 2.578 0.521 -3.694
C 3.954 0.590 -3.949
C 0.628 -0.831 -2.902
Ca 0.284 -0.178 -0.467
P -2.221 0.261 0.844
C -0.243 0.239 -3.019
C -1.696 0.091 -3.066
C -2.502 1.191 -3.442
C -3.876 1.022 -3.615
C -4.454 -0.214 -3.276
C -3.678 -1.293 -2.858
C -2.304 -1.133 -2.720
Br -6.330 -0.445 -3.469
H 0.290 -1.841 -2.596
H 0.130 1.270 -3.100
H 2.643 -2.587 -2.231
H 1.949 1.377 -3.920
H 5.065 -2.241 -2.709
H 4.356 1.471 -4.458
H -2.030 2.165 -3.621
H -1.696 -1.974 -2.359
H -4.486 1.830 -3.994
H -4.139 -2.257 -2.650
P 1.445 2.424 0.275
C -2.869 -1.472 0.897
C -4.386 -1.639 0.929
H -2.412 -2.006 1.748
H -2.484 -1.966 -0.017
H -4.601 -2.716 0.955
H -4.844 -1.199 1.828
H -4.866 -1.231 0.027
C -3.486 1.253 -0.061
C -4.632 1.819 0.764
H -3.857 0.667 -0.916
H -2.915 2.086 -0.506
H -5.263 2.426 0.102
H -5.282 1.045 1.200
H -4.254 2.477 1.560
C -2.127 0.908 2.569
C -3.169 0.379 3.545
H -2.156 2.010 2.533
H -1.115 0.641 2.926
H -2.966 0.825 4.527
H -4.195 0.663 3.269
H -3.106 -0.713 3.658
C 2.246 2.637 1.929
C 1.334 2.322 3.112
H 2.619 3.671 1.992
H 3.123 1.968 1.929
H 1.889 2.486 4.042
H 0.446 2.969 3.135
H 1.004 1.272 3.107
C 0.242 3.819 0.171
C -0.495 3.940 -1.170
H 0.791 4.749 0.393
H -0.481 3.652 0.991
H -1.201 4.779 -1.112
H 0.196 4.145 -2.000
H -1.077 3.034 -1.405
C 2.804 2.949 -0.857
C 4.047 2.065 -0.753
H 3.051 4.002 -0.655
H 2.379 2.900 -1.875
H 4.757 2.354 -1.538
H 4.556 2.164 0.217
H 3.805 1.003 -0.915
C 0.817 -3.126 0.470
N 0.994 -1.771 1.103
C 2.453 -1.423 1.009
N 3.314 -2.432 1.662
C 3.083 -3.740 1.017
N 1.669 -4.169 1.106
C 1.299 -4.242 2.538
N 1.483 -2.947 3.225
C 0.647 -1.930 2.549
C 2.904 -2.551 3.083
H 1.086 -3.067 -0.596
H -0.228 -3.439 0.599
H 2.616 -0.460 1.519
H 2.741 -1.370 -0.058
H 3.714 -4.489 1.511
H 3.364 -3.660 -0.048
H 0.242 -4.533 2.609
H 1.929 -4.993 3.027
H 0.795 -0.965 3.056
H -0.404 -2.243 2.614
H 3.532 -3.308 3.559
H 3.046 -1.576 3.573

Atomic partial charges in e from the Mulliken method, atoms 1 to 8:
1 N -0.4921
2 C -0.5766
3 C -0.1401
4 C 0.7655
5 C -0.5497
6 C -0.7112
7 C -0.7854
8 Ca 1.8307



Entry 3:
Entry from the OMol25 dataset: C31H52BrClF2NNbO13PS as an isolated structure (ωB97M-V/def2-TZVPD).

Results
- LUMO level (eV) = 1.814
- total charge = -1
- highest occupied orbital energy (eV) = -5.1

Cartesian coordinates (Å):
C 4.694 1.527 -1.562
C 3.760 0.392 -1.105
C 2.421 0.426 -1.863
Br 1.841 -1.449 -2.209
Nb 0.673 1.605 -0.910
C -0.200 2.492 -2.798
C 0.884 2.776 -3.855
C 0.825 1.773 -5.016
C 2.182 1.429 -5.620
C 2.078 0.196 -6.498
O 3.066 0.137 -7.545
C 4.359 0.005 -7.114
C 4.698 -1.316 -6.473
O 5.165 0.876 -7.308
C -1.071 0.205 -1.170
C -2.498 0.728 -1.003
C -2.932 0.790 0.452
C -4.428 1.078 0.628
S -4.776 2.802 0.610
O -3.905 3.525 1.475
O -5.045 3.235 -0.725
Cl -6.611 2.759 1.569
C 0.744 0.724 1.197
O 1.161 -0.654 1.276
C 1.992 -1.065 2.254
C 2.979 -0.258 2.799
C 3.856 -0.750 3.754
C 4.914 0.152 4.322
C 3.730 -2.069 4.148
C 2.732 -2.864 3.604
C 1.844 -2.389 2.668
C 0.749 -3.270 2.123
C -0.646 -2.625 2.173
C 1.064 -3.793 0.723
P 2.020 3.800 -0.323
N 3.185 3.516 0.689
O 2.648 4.578 -1.634
O 1.062 5.017 0.222
H 4.236 2.124 -2.350
H 4.934 2.213 -0.758
H 5.618 1.115 -1.964
H 3.609 0.404 -0.025
H 4.246 -0.563 -1.315
H 2.658 0.735 -2.876
H -0.602 2.614 -0.078
H -0.757 3.397 -2.552
H -0.925 1.787 -3.205
H 1.899 2.759 -3.452
H 0.757 3.791 -4.239
H 0.377 0.851 -4.638
H 0.193 2.165 -5.815
H 2.894 1.229 -4.818
H 2.597 2.252 -6.204
H 1.121 0.152 -7.010
H 2.161 -0.694 -5.871
H 5.309 -1.883 -7.171
H 5.272 -1.132 -5.569
H 3.816 -1.894 -6.220
H -0.908 -0.644 -0.502
H -0.967 -0.108 -2.210
H -2.579 1.721 -1.448
H -3.199 0.083 -1.550
H -2.768 -0.180 0.920
H -2.341 1.553 0.954
H -4.805 0.668 1.559
H -5.003 0.673 -0.201
H -0.263 0.772 1.617
H 1.347 1.381 1.827
H 3.089 0.765 2.472
H 5.407 0.709 3.527
H 5.672 -0.422 4.851
H 4.476 0.880 5.001
H 4.414 -2.481 4.878
H 2.638 -3.894 3.928
H 0.706 -4.134 2.793
H -1.392 -3.410 2.313
H -0.709 -1.975 3.042
H -0.872 -2.069 1.270
H 1.354 -2.981 0.057
H 0.192 -4.292 0.299
H 1.879 -4.517 0.750
H 3.229 2.534 0.940
H 2.126 5.327 -1.929
H 1.373 5.890 -0.031
C -8.519 -0.683 -0.665
C -9.214 -1.253 0.557
O -8.181 -1.991 1.177
C -6.985 -1.441 0.819
O -5.948 -1.659 1.338
O -7.169 -0.585 -0.212
F -10.235 -2.086 0.238
H -8.577 -1.389 -1.495
H -8.884 0.291 -0.973
H -9.585 -0.505 1.259
C -2.028 -2.642 7.652
C -2.048 -3.445 6.365
O -1.696 -2.481 5.404
C -0.948 -1.509 6.012
O -0.313 -0.692 5.456
O -1.054 -1.642 7.362
F -3.278 -3.945 6.085
H -3.001 -2.176 7.816
H -1.733 -3.214 8.527
H -1.328 -4.265 6.330

Atomic partial charges in e from the Mulliken method, atoms 1 to 8:
1 C -1.5015
2 C 0.3218
3 C 0.3064
4 Br -0.3222
5 Nb -1.2970
6 C -1.6222
7 C -0.1873
8 C -0.8198



| no. | E (eV) |
| --- | --- |
| 1 | -188449.2424 |
| 2 | -147487.9735 |
| 3 | -170770.5517 |